Run A
{
  "formula": "C4H8O2",
  "method": "ωB97M-V with the def2-TZVPD basis set",
  "total_charge": 0,
  "homo_lumo_gap_ev": 8.84,
  "symbols": ["O", "C", "C", "C", "C", "O", "H", "H", "H", "H", "H", "H", "H", "H"],
  "positions_angstrom": [[1.5700, 1.9384, 0.2794], [0.7745, -0.2417, -0.5369], [0.1069, -1.2318, 0.3589], [-1.3240, -0.7544, 0.3132], [-1.0607, 0.6999, 0.0068], [-1.8326, 1.6037, -0.0191], [1.7350, 2.2209, -0.6267], [1.8744, -0.2300, -0.4276], [0.5300, -0.2244, -1.5949], [0.5249, -1.1241, 1.3679], [0.2510, -2.2607, 0.0293], [-1.8493, -1.1221, -0.5754], [-1.9451, -0.9148, 1.1947], [0.6451, 1.6411, 0.2305]]
}


Run B
{
  "formula": "C4H8O2",
  "method": "ωB97M-V with the def2-TZVPD basis set",
  "total_charge": 0,
  "homo_lumo_gap_ev": 10.75,
  "smiles": "C[C@H]1OC[C@H]1O",
  "symbols": ["C", "C", "O", "C", "C", "O", "H", "H", "H", "H", "H", "H", "H", "H"],
  "positions_angstrom": [[-1.5312, -0.5503, 0.1992], [-0.6419, 0.6096, -0.2075], [-0.0128, 1.2868, 0.9132], [1.2200, 0.6140, 0.6581], [0.7541, 0.1945, -0.7355], [1.0001, -1.1251, -1.1309], [-0.9675, -1.3182, 0.7409], [-2.3399, -0.1999, 0.8460], [-1.9696, -1.0310, -0.6831], [-1.1927, 1.3456, -0.8026], [1.3199, -0.2700, 1.3103], [2.1109, 1.2406, 0.7641], [1.0999, 0.8468, -1.5420], [1.1506, -1.6435, -0.3303]]
}


Which is most stable, and by how much? run B, by 0.0780 hartree.


Run A
{
  "formula": "C4H8O2",
  "method": "ωB97M-V with the def2-TZVPD basis set",
  "total_charge": 0,
  "homo_lumo_gap_ev": 9.26,
  "symbols": ["O", "C", "C", "C", "C", "O", "H", "H", "H", "H", "H", "H", "H", "H"],
  "positions_angstrom": [[-1.9904, 0.3920, -0.6432], [-1.3465, -0.5972, 0.1222], [0.1348, -0.3086, 0.2734], [0.8870, -0.1225, -1.0306], [1.3167, 1.3954, 1.4635], [0.2020, 0.9792, 0.9467], [-1.8236, 1.2364, -0.2007], [-1.7952, -0.6909, 1.1234], [-1.4711, -1.5476, -0.4015], [0.6208, -1.0559, 0.9166], [1.0753, -1.0846, -1.5064], [0.3396, 0.5159, -1.7243], [1.8373, 0.3878, -0.8496], [2.0133, 0.5004, 1.5103]]
}


Run B
{
  "formula": "C4H8O2",
  "method": "ωB97M-V with the def2-TZVPD basis set",
  "total_charge": 0,
  "homo_lumo_gap_ev": 10.08,
  "symbols": ["O", "C", "C", "C", "C", "O", "H", "H", "H", "H", "H", "H", "H", "H"],
  "positions_angstrom": [[1.6068, 1.2512, -1.5407], [1.4730, -0.7867, 0.3513], [0.3368, -1.4512, 0.4763], [-0.8731, 0.8527, -0.2386], [-2.1958, 0.3332, 0.1776], [-1.3837, 1.3321, 0.8498], [1.9554, 1.8972, -0.9149], [1.9186, -0.6994, -0.6217], [1.9742, -0.3739, 1.2203], [-0.0899, -1.9778, -0.3683], [-0.0232, -1.6629, 1.4678], [0.6672, 1.1576, -1.2668], [-2.2862, -0.6012, 0.7161], [-3.0800, 0.7292, -0.3081]]
}


Which is most stable, and by how much? run A, by 0.0508 hartree.


Run A
{
  "formula": "C4H8O2",
  "method": "ωB97M-V with the def2-TZVPD basis set",
  "total_charge": 0,
  "homo_lumo_gap_ev": 9.67,
  "smiles": "C/C=C\\O.C=O",
  "symbols": ["C", "C", "C", "O", "H", "H", "H", "H", "H", "H", "C", "O", "H", "H"],
  "positions_angstrom": [[1.5223, 0.8552, -0.0632], [0.7341, -0.3080, -0.5978], [-0.4491, -0.2451, -1.2121], [-1.1925, 0.8650, -1.4691], [0.9349, 1.7805, -0.0005], [1.8882, 0.6448, 0.9480], [2.3989, 1.0692, -0.6865], [1.1590, -1.2994, -0.4684], [-0.9623, -1.1362, -1.5619], [-0.6976, 1.6485, -1.1942], [-1.3181, -0.9317, 1.5821], [-1.0443, -2.0652, 1.8824], [-0.7336, -0.0620, 1.9457], [-2.1811, -0.6770, 0.9353]]
}


Run B
{
  "formula": "C4H8O2",
  "method": "ωB97M-V with the def2-TZVPD basis set",
  "total_charge": 0,
  "homo_lumo_gap_ev": 8.57,
  "symbols": ["C", "C", "O", "C", "C", "O", "H", "H", "H", "H", "H", "H", "H", "H"],
  "positions_angstrom": [[1.8187, 0.6074, -0.4848], [0.8862, -0.5224, -0.4561], [-0.8269, -0.5100, 1.7888], [-1.3074, -0.8832, 0.5101], [-0.5390, -0.1225, -0.5714], [-0.8877, 1.2548, -0.5491], [1.4318, 1.5799, -0.1555], [2.8059, 0.3833, -0.0727], [1.9578, 0.6972, -1.5809], [0.0358, -0.9361, 1.9243], [-2.3545, -0.5780, 0.4924], [-1.2480, -1.9605, 0.3278], [-0.8405, -0.5114, -1.5598], [-0.9324, 1.5014, 0.3869]]
}


Which is most stable, and by how much? run A, by 0.0817 hartree.


Run A
{
  "formula": "C4H8O2",
  "method": "ωB97M-V with the def2-TZVPD basis set",
  "total_charge": 0,
  "homo_lumo_gap_ev": 10.38,
  "symbols": ["C", "C", "O", "C", "C", "O", "H", "H", "H", "H", "H", "H", "H", "H"],
  "positions_angstrom": [[-2.0982, -0.3833, -0.4357], [-0.7837, 0.3687, -0.5014], [-0.4430, 1.0468, 0.7380], [0.4708, 0.1921, 0.2539], [1.1719, -0.8568, 1.0677], [2.0403, -0.1743, 1.8665], [-2.2250, -0.8964, 0.5216], [-2.2021, -1.1063, -1.2492], [-2.9146, 0.3478, -0.5347], [-0.6383, 0.9739, -1.3927], [1.7831, 1.1477, 0.1028], [1.6068, -1.6532, 0.4315], [0.2634, -1.2907, 1.5344], [2.2180, 0.7855, 1.0602]]
}


Run B
{
  "formula": "C4H8O2",
  "method": "ωB97M-V with the def2-TZVPD basis set",
  "total_charge": 0,
  "homo_lumo_gap_ev": 7.85,
  "symbols": ["C", "C", "O", "C", "C", "O", "H", "H", "H", "H", "H", "H", "H", "H"],
  "positions_angstrom": [[-0.6139, 0.1131, -1.1132], [0.0331, -0.8380, -0.2052], [-0.2277, -2.2072, -0.0993], [1.4127, -0.3669, 0.2079], [0.1985, 0.0560, 0.9266], [-0.2426, 2.0416, 0.7317], [-0.2176, 0.2151, -2.1255], [-0.4180, 1.6464, -0.1970], [-1.7040, 0.1195, -1.0381], [-1.1046, -2.3398, -0.4806], [2.0295, -1.0609, 0.7821], [1.9694, 0.3066, -0.4373], [-0.0245, 0.1049, 1.9836], [-1.1268, 2.1963, 1.1049]]
}


Which is most stable, and by how much? run A, by 0.0264 hartree.


Run A
{
  "formula": "C4H8O2",
  "method": "ωB97M-V with the def2-TZVPD basis set",
  "total_charge": 0,
  "homo_lumo_gap_ev": 10.41,
  "smiles": "COCC(C)=O",
  "symbols": ["C", "O", "C", "C", "C", "O", "H", "H", "H", "H", "H", "H", "H", "H"],
  "positions_angstrom": [[1.7040, 0.7217, -0.0348], [0.5710, 1.0304, 0.7462], [-0.5941, 1.0256, -0.0392], [-0.9975, -0.3703, -0.5290], [-0.8369, -1.5119, 0.4515], [-1.4901, -0.5098, -1.6291], [2.5746, 0.7009, 0.6247], [1.6028, -0.2675, -0.5125], [1.8617, 1.4697, -0.8274], [-1.4002, 1.4183, 0.5935], [-0.5011, 1.6729, -0.9242], [-1.8034, -1.6422, 0.9534], [-0.0777, -1.3017, 1.2134], [-0.6132, -2.4362, -0.0866]]
}


Run B
{
  "formula": "C4H8O2",
  "method": "ωB97M-V with the def2-TZVPD basis set",
  "total_charge": 0,
  "homo_lumo_gap_ev": 10.47,
  "smiles": "CO[C@H]1C[C@H]1O",
  "symbols": ["C", "O", "C", "C", "C", "O", "H", "H", "H", "H", "H", "H", "H", "H"],
  "positions_angstrom": [[-0.9211, -1.2020, -1.3526], [0.2623, -0.5625, -0.9173], [-0.0096, 0.6156, -0.2241], [-0.3047, 0.4934, 1.2541], [1.0332, 0.9953, 0.7724], [2.1726, 0.2114, 0.9053], [-1.3906, -0.6425, -2.1765], [-1.6455, -1.2914, -0.5303], [-0.6491, -2.1994, -1.7068], [-0.5175, 1.3848, -0.8094], [-0.3063, -0.5219, 1.6451], [-1.0040, 1.1779, 1.7256], [1.2606, 2.0505, 0.8957], [2.0330, -0.5761, 0.3597]]
}


Which is most stable, and by how much? run A, by 0.0362 hartree.


Run A
{
  "formula": "C3H9N2O",
  "method": "ωB97M-V with the def2-TZVPD basis set",
  "total_charge": -1,
  "homo_lumo_gap_ev": [6.33, 7.07],
  "symbols": ["C", "C", "C", "N", "N", "O", "H", "H", "H", "H", "H", "H", "H", "H", "H"],
  "positions_angstrom": [[1.8651, 0.4780, -1.1172], [-1.7655, -0.5035, 1.3648], [0.2967, 0.3361, -1.0429], [-0.4113, -0.3736, 1.5525], [0.0212, -1.0369, -0.8171], [-1.1404, -1.4494, -1.1274], [2.1871, -0.2412, -1.8118], [2.2456, 1.5704, -1.2090], [2.2502, 0.1265, -0.1680], [-2.1702, 0.4216, 1.0661], [-2.0033, -1.1348, 0.4166], [-2.2931, -1.1555, 2.2094], [-0.0365, 0.8694, -0.2026], [-0.1474, 0.6647, -2.1363], [0.0234, -1.2519, 1.9034]]
}


Run B
{
  "formula": "C3H9N2O",
  "method": "ωB97M-V with the def2-TZVPD basis set",
  "total_charge": -1,
  "homo_lumo_gap_ev": 7.32,
  "smiles": "NCCNC[O-]",
  "symbols": ["N", "C", "C", "N", "C", "O", "H", "H", "H", "H", "H", "H", "H", "H", "H"],
  "positions_angstrom": [[0.9058, 0.8615, 1.2924], [-0.2648, 0.0225, 1.4207], [-0.3565, -1.1182, 0.3703], [-0.5954, -0.7260, -1.0201], [0.1983, 0.5114, -1.7519], [0.0166, 1.6861, -1.2660], [1.7579, 0.3118, 1.2433], [0.7820, 1.4419, 0.4539], [-1.0956, 0.6889, 1.1948], [-0.2843, -0.4085, 2.4243], [-1.1980, -1.7614, 0.6325], [0.6080, -1.6039, 0.4322], [-1.4995, -0.2704, -1.0002], [1.2359, 0.1193, -1.6950], [-0.2104, 0.2451, -2.7315]]
}


Which is most stable, and by how much? run B, by 0.1395 hartree.